1.
A 2-piece molecular cluster, C7H14Se overall in a non-equilibrium geometry, computed with ωB97M-V with the def2-TZVPD basis set.

```
22
Properties=species:S:1:pos:R:3:mulliken_charge:R:1
H 0.15 2.05 -1.71 0.344
C 2.99 -1.35 0.15 -0.800
H -2.52 -2.28 -0.24 0.202
H 0.12 1.68 1.84 0.247
H 3.77 -1.59 0.93 0.300
C -0.59 1.09 -0.03 0.777
Se 2.60 0.61 0.00 -0.149
H -1.04 -3.36 0.40 0.273
C -1.41 -2.32 0.19 -0.565
H 0.43 -1.36 0.22 -0.374
C -0.90 -0.07 -0.80 -0.552
H -1.32 0.50 2.01 0.366
C -0.88 1.31 1.39 -1.164
H -2.02 0.05 -1.17 0.379
H -1.56 2.20 1.30 0.334
C -0.60 -1.34 -0.03 0.256
H -0.45 3.28 -0.34 0.336
H 2.07 -1.88 0.56 0.200
H -0.24 -0.08 -1.61 0.286
H 3.46 -1.70 -0.83 0.256
H -1.51 2.27 -1.36 0.418
C -0.53 2.28 -0.88 -1.370
```

## Properties
* lowest unoccupied orbital energy (alpha / beta): 0.11 / -1.43 eV
* ΔE to the lowest compared entry with this formula, charge and spin: 34.7 kcal per mole
* HOMO energy (alpha / beta): -0.2968 / -0.2624 Ha

=====

2.
A 2-piece molecular cluster, C4H9NOS overall in a non-equilibrium geometry, computed with ωB97M-V with the def2-TZVPD basis set.

```
16
Properties=species:S:1:pos:R:3:mulliken_charge:R:1
C 0.14 0.16 -0.37 0.051
H -0.76 0.48 -1.00 0.369
C -2.12 -1.16 1.89 -0.377
H -1.37 -1.81 2.19 0.367
H 1.27 1.25 -2.53 0.141
C 1.05 -0.83 -1.18 -1.008
H 1.46 -0.45 -2.13 0.312
H 0.35 -1.62 -1.41 0.299
H -3.30 -1.13 2.21 0.223
H 0.05 1.81 0.97 0.403
N -1.58 -0.33 1.13 -0.674
C 0.80 1.49 0.31 -0.608
H 1.63 1.14 1.00 0.317
O -0.43 -0.56 0.68 0.096
H 1.82 -1.17 -0.60 0.291
S 1.00 2.72 -1.16 -0.202
```

## Properties
* lowest unoccupied orbital energy: -0.90 eV
* ΔE to the lowest compared entry with this formula, charge and spin: 166.4 kcal per mole
* HOMO energy: -0.3373 Ha

=====

3.
A 6-piece molecular cluster, C34H34N5O12PS overall in a non-equilibrium geometry, computed with ωB97M-V with the def2-TZVPD basis set.

```
87
Properties=species:S:1:pos:R:3:mulliken_charge:R:1
H 4.40 0.64 6.89 0.423
N 6.55 -0.55 5.73 0.912
C 7.04 -1.20 8.08 -0.315
C 5.05 0.12 7.59 -0.269
C -1.55 3.18 -0.22 -0.623
H 6.47 0.74 0.72 0.056
O 5.80 0.06 4.96 -0.516
C -9.20 1.10 0.37 -0.248
O -4.32 1.88 -2.61 -0.565
C 4.72 0.10 8.95 -0.472
H -1.80 -9.38 -4.89 0.364
O -1.14 -4.72 -5.87 -0.543
H -7.56 3.10 -2.54 0.391
H -1.91 -7.06 -5.73 0.425
S 3.21 2.48 1.37 0.756
O 0.79 6.57 -2.97 -0.594
C -0.23 3.63 -0.24 -0.196
H 8.57 2.27 -0.07 0.357
H 0.49 3.22 0.46 0.241
C -0.79 5.15 -2.03 -0.007
O 0.71 -4.26 -4.79 -0.572
C -2.69 -0.02 -3.74 -0.177
O -11.73 0.14 -0.03 -0.585
H -6.34 2.79 -0.40 0.281
C -7.34 2.37 -0.53 -0.218
H 6.19 2.61 -0.95 0.043
H -2.22 -3.36 -1.81 0.379
N -0.18 -5.04 -5.15 0.898
C 0.93 -6.81 -3.82 -0.291
H 4.23 0.38 0.54 0.386
C -2.35 -2.42 -2.35 -0.559
H 0.03 -10.07 -3.36 0.365
N -0.40 6.20 -2.97 0.986
C 4.28 1.49 0.16 -0.788
H -9.82 2.14 -2.84 0.425
O 1.87 1.74 1.65 -0.627
C -9.88 1.28 -0.84 0.017
C 8.33 1.75 2.20 0.031
H -1.41 -0.90 -5.24 0.405
O -4.68 0.64 -0.84 -0.562
C 5.54 -0.56 9.86 -0.366
C -2.49 3.71 -1.11 -0.015
C 0.97 -8.13 -3.35 -0.475
P 6.10 2.13 0.41 0.205
C -3.14 -1.41 -1.80 -0.322
C -0.11 -6.43 -4.67 0.090
O -11.80 0.90 -2.09 -0.584
H -1.85 2.42 0.50 0.456
H 3.86 2.65 2.61 0.190
H 1.78 -8.44 -2.68 0.363
H -3.62 -1.57 -0.83 0.436
H 5.64 3.07 1.41 0.000
C -2.12 4.69 -2.02 -0.531
H 1.70 -6.11 -3.51 0.421
H 8.04 3.78 1.06 0.313
C -1.10 -7.34 -5.06 -0.267
O -1.27 6.67 -3.72 -0.598
H 3.82 0.61 9.29 0.361
N -11.24 0.73 -1.00 0.957
C -1.04 -8.66 -4.59 -0.470
C -1.90 -1.04 -4.28 -0.740
N -4.16 0.84 -1.94 1.081
H 3.93 1.57 -0.95 0.417
H 1.19 4.96 -1.15 0.547
C -9.30 2.00 -1.90 -0.277
C -3.31 -0.21 -2.50 -0.130
H 5.27 -0.57 10.92 0.364
C -0.01 -9.05 -3.73 -0.353
H -9.64 0.54 1.19 0.419
H -1.12 -3.03 -4.01 0.025
H 7.95 -1.71 7.76 0.413
C 6.70 -1.20 9.43 -0.482
C -7.92 1.64 0.52 -0.529
C 7.90 2.62 0.83 -0.558
C 6.21 -0.54 7.16 0.140
H -2.81 0.91 -4.30 0.443
C -1.73 -2.24 -3.59 0.361
C 0.16 4.62 -1.15 -0.489
C 8.47 1.11 3.46 -0.114
H -2.86 5.09 -2.71 0.451
O 3.01 3.90 0.75 -0.555
H 8.18 0.52 4.46 -0.037
H -7.38 1.51 1.45 0.389
C -8.02 2.54 -1.73 -0.460
O 7.57 -1.17 5.39 -0.606
H 7.34 -1.71 10.15 0.362
H -3.52 3.35 -1.09 0.344
```

## Properties
* structure (SMILES): C#CC[PH3]C[SH](=O)=O.O=[N+]([O-])c1ccccc1.O=[N+]([O-])c1ccccc1.O=[N+]([O-])c1ccccc1.O=[N+]([O-])c1ccccc1.O=[N+]([O-])c1ccccc1
* lowest unoccupied orbital energy: -1.30 eV
* HOMO energy: -0.3354 Ha

=====

4.
An isolated ion of composition C22H37N2O3 and charge +1, computed with ωB97M-V with the def2-TZVPD basis set.

```
64
Properties=species:S:1:pos:R:3:mulliken_charge:R:1
O -3.14 -0.55 1.55 -0.556
H -0.86 1.23 -0.65 0.052
C 0.56 0.72 1.77 1.895
H 0.80 1.76 -5.45 0.377
C 0.39 -0.53 2.67 -1.733
H -2.61 1.83 2.41 0.331
H -0.16 -2.10 1.47 0.315
H 0.65 -0.58 -4.96 0.441
C -1.12 1.84 0.21 -0.872
H 0.04 -0.23 3.66 0.359
H -3.61 -0.61 0.70 0.287
C 1.16 1.57 -3.34 0.654
C -1.68 -1.93 2.83 -0.975
H -1.32 1.43 3.53 0.353
H 2.42 0.04 -2.55 -0.320
H -2.10 -3.52 0.84 0.230
C 1.34 1.85 2.45 -1.235
C -2.98 -1.88 2.01 0.235
H -1.38 0.23 -3.76 0.421
H -1.36 0.19 1.43 -0.611
C 2.73 -0.04 0.70 -0.815
C 0.99 2.39 -4.58 -1.554
H 0.18 3.11 -4.45 0.368
H 1.17 -2.73 -2.05 0.412
H 1.35 -1.02 2.80 0.586
C -2.18 -0.87 -2.13 -0.752
H 3.19 -0.28 -0.27 0.426
H -1.21 2.91 2.56 0.457
H -2.18 2.08 0.15 0.369
C -1.98 -1.88 -1.19 0.553
C 1.27 0.34 0.47 -0.299
C 0.23 -2.20 -2.07 -0.689
H -1.51 -2.96 3.18 0.417
C -1.53 1.87 2.56 -1.024
H 2.82 -0.94 1.31 0.313
H 1.91 2.94 -4.76 0.405
O 0.68 1.87 -2.27 -0.472
H 0.90 2.10 3.42 0.403
C 0.03 -1.20 -3.02 0.817
H 1.29 2.74 1.82 0.399
H 2.78 0.48 -4.23 0.450
C -2.98 -2.87 0.80 -0.772
C 3.48 1.11 1.35 -0.860
C 1.99 0.31 -3.51 0.206
H 0.74 -0.49 -0.01 -1.039
C 1.11 -0.85 -4.01 -1.676
H 3.47 1.97 0.68 0.336
H 1.75 -1.72 -4.17 0.433
C -1.19 -0.54 -3.03 -0.281
H -0.58 -3.37 -0.49 0.667
H -1.83 -1.30 3.71 0.439
H -3.14 -0.37 -2.16 0.493
H -3.87 -3.50 0.85 0.402
H 2.89 0.66 3.37 0.374
H -3.82 -2.14 2.67 0.533
O -3.08 -2.16 -0.41 -0.626
C -0.76 -2.55 -1.17 -0.551
N -0.87 1.13 1.47 1.607
H -0.55 2.76 0.17 0.368
H 4.52 0.83 1.53 0.482
H 1.26 1.18 -0.22 0.696
N -0.59 -1.39 2.04 -0.256
C 2.81 1.49 2.67 -0.851
H 3.32 2.34 3.11 0.454
```

## Properties
* structure (SMILES): CC(=O)CCc1ccc(OC[C@H](O)CNCC2([NH+](C)C)CCCCC2)cc1
* lowest unoccupied orbital energy: -1.81 eV
* charge: +1
* ΔE to the lowest compared entry with this formula, charge and spin: 2.4 kcal per mole
* HOMO energy: -0.4151 Ha

=====

5.
One molecule with the formula C5H5NS in a non-equilibrium geometry, computed with ωB97M-V with the def2-TZVPD basis set.

```
12
Properties=species:S:1:pos:R:3:mulliken_charge:R:1
H 1.28 -0.58 -0.99 0.290
C -0.25 0.68 -1.37 -0.123
C 0.23 -1.26 1.81 -0.758
H -0.60 -1.56 2.64 0.234
N -0.12 1.92 -3.69 -0.470
C 0.30 -0.19 -0.53 -0.094
H -1.22 -0.15 1.08 0.499
H -1.11 1.55 -1.03 0.166
S 0.76 0.44 2.26 -0.103
C 0.08 1.33 -2.56 0.029
H 0.86 -2.00 1.48 0.326
C -0.21 -0.18 0.90 0.005
```

## Properties
* structure (SMILES): N#C/C=C/[C@H]1CS1
* lowest unoccupied orbital energy: -0.51 eV
* ΔE to the lowest compared entry with this formula, charge and spin: 90.5 kcal per mole
* HOMO energy: -0.3469 Ha

=====

6.
C20H12Cl3FN3O5ReSbSe4 as an isolated structure, computed with ωB97M-V with the def2-TZVPD basis set.

```
50
Properties=species:S:1:pos:R:3:mulliken_charge:R:1
C -1.23 -0.50 3.27 0.237
C 1.98 -4.07 -2.16 -0.624
C 2.62 1.84 2.43 -0.567
N -2.45 -2.30 3.66 -0.001
C 1.79 4.27 1.40 0.604
C -0.55 0.68 3.54 0.002
Se -2.11 4.69 1.44 -0.371
Se -1.70 1.03 -0.51 -0.024
Cl 1.49 0.37 0.53 0.070
C 1.32 3.11 0.78 0.489
Re -0.75 -0.81 0.18 0.879
O 0.62 -2.40 0.75 -0.562
C 3.01 3.02 3.05 0.079
O 1.31 -7.20 1.56 -0.601
H 0.93 -4.93 0.97 0.604
H 2.93 5.17 2.97 0.484
C 0.81 -2.67 -0.48 1.189
O 0.43 -1.77 -1.30 -0.692
C -2.26 -2.20 2.35 -0.285
H 2.99 -5.39 -3.51 0.424
H 1.98 -3.23 -2.83 0.509
H -2.99 -3.03 4.11 0.228
C 1.40 -3.94 -0.90 0.207
H 2.91 -7.33 -1.95 0.511
N -1.51 -1.14 2.05 -0.231
C -1.74 -0.85 5.62 -1.077
C -1.04 0.30 5.89 -0.502
H 0.07 1.98 5.11 0.479
H 2.96 0.89 2.80 0.483
H -2.63 -2.90 1.62 0.540
Se -2.07 4.03 -2.80 -0.248
H -0.94 0.64 6.91 0.407
H -0.13 1.28 2.75 0.678
O 0.54 3.07 -0.31 -0.816
C 1.37 -5.02 -0.01 -0.287
C 2.53 -5.29 -2.54 -0.614
H -2.20 -1.43 6.41 0.415
Cl 4.01 2.97 4.44 -0.193
C 2.50 -6.37 -1.67 -0.473
C 1.80 1.92 1.32 0.203
Se -0.10 5.50 -2.55 -0.216
C -1.82 -1.23 4.29 0.522
Sb -1.02 4.30 -0.59 1.349
C 1.91 -6.21 -0.43 -0.092
O 2.38 -8.40 0.12 -0.595
F -1.92 -2.24 -0.28 -0.573
N 1.86 -7.37 0.49 1.036
C 2.60 4.24 2.52 -0.747
Cl 1.43 5.82 0.72 -0.219
C -0.46 1.06 4.86 -1.018
```

## Properties
* lowest unoccupied orbital energy: -4.81 eV
* charge: +1
* ΔE to the lowest compared entry with this formula, charge and spin: 23.6 kcal per mole
* HOMO energy: -0.4118 Ha